# 1
{"formula": "C4H8O2", "method": "the ωB97M-V functional and the def2-TZVPD basis", "elements": ["C", "C", "C", "O", "C", "O", "H", "H", "H", "H", "H", "H", "H", "H"], "coordinates": [[-0.2331, 1.5732, 0.0226], [-0.1812, 0.0646, -0.2020], [-1.4078, -0.7509, 0.2279], [0.8939, -0.4861, 0.5906], [1.9680, -0.9606, -0.0441], [2.2811, -0.7456, -1.1872], [-1.0572, 2.0268, -0.5410], [-0.3671, 1.8037, 1.0835], [0.7013, 2.0376, -0.3179], [0.0374, -0.0971, -1.2676], [-1.1554, -1.7926, 0.4805], [-2.0880, -0.7874, -0.6302], [-1.9498, -0.3544, 1.0961], [2.5579, -1.5312, 0.6887]], "lowdin_charge": [-0.04, -0.40, -0.04, -0.03, -0.34, 0.07, 0.09, 0.08, 0.09, 0.14, 0.09, 0.08, 0.08, 0.15], "relative_energy_kj_mol": 57.56, "smiles": "CC(C)OC=O", "homo_ev": -10.7, "e_tot_ev": -8372.685, "total_charge": 0}

# 2
{"formula": "C45H33Cl3N6O4S5V", "method": "the ωB97M-V functional and the def2-TZVPD basis", "elements": ["V", "O", "C", "C", "C", "C", "C", "C", "C", "O", "N", "N", "C", "C", "C", "C", "C", "C", "N", "H", "H", "H", "H", "H", "H", "H", "H", "H", "H", "O", "C", "S", "C", "C", "S", "S", "S", "Cl", "C", "C", "C", "C", "C", "C", "N", "C", "C", "N", "C", "O", "C", "C", "C", "Cl", "S", "C", "C", "C", "Cl", "C", "H", "H", "H", "H", "H", "H", "H", "H", "H", "H", "H", "H", "H", "N", "C", "C", "C", "C", "C", "C", "C", "C", "C", "C", "C", "C", "C", "H", "H", "H", "H", "H", "H", "H", "H", "H", "H"], "coordinates": [[-1.8901, 0.4730, 0.5989], [-0.5164, 0.8223, 6.0148], [0.5334, 1.6068, 5.7113], [1.5664, 1.6935, 6.6475], [2.6744, 2.4835, 6.4039], [2.7727, 3.2130, 5.2242], [1.7430, 3.1361, 4.3021], [0.6225, 2.3392, 4.5137], [-0.4266, 2.3098, 3.4267], [-0.3859, 3.1135, 2.4900], [-1.3395, 1.3467, 3.6150], [-2.2338, 1.1651, 2.5814], [-3.4643, 1.1316, 2.9463], [-4.4734, 0.6716, 2.0030], [-5.8284, 0.6943, 2.3099], [-6.7293, 0.2338, 1.3660], [-6.2454, -0.2256, 0.1515], [-4.8802, -0.2064, -0.0816], [-4.0061, 0.2234, 0.8272], [-1.0950, 0.8193, 5.2013], [1.4703, 1.1217, 7.5621], [3.4663, 2.5342, 7.1423], [3.6369, 3.8359, 5.0324], [1.7714, 3.6989, 3.3772], [-3.7372, 1.4422, 3.9498], [-6.1520, 1.0724, 3.2697], [-7.7915, 0.2386, 1.5738], [-6.9078, -0.5898, -0.6209], [-4.4425, -0.5248, -1.0211], [-2.3672, 3.4255, -5.7179], [-2.3457, 2.8991, -4.6318], [-2.1696, 1.1569, -4.3762], [-2.1761, 1.1860, -2.6182], [-2.2968, 2.3890, -2.0274], [-2.3445, 2.7238, -0.3059], [-2.4255, 3.7764, -3.0997], [-2.0233, -0.3511, -1.7885], [4.1437, 4.8282, -5.9161], [3.8625, 3.3687, -5.0192], [3.1156, 3.4092, -3.8572], [2.8828, 2.2281, -3.1747], [3.3935, 1.0035, -3.6054], [3.1744, -0.2748, -2.8264], [3.3564, -0.1623, -1.2968], [2.2653, 0.4917, -0.6013], [2.2819, 1.7412, -0.0069], [1.0251, 1.9643, 0.4605], [0.2488, 0.8623, 0.1887], [1.0223, -0.0052, -0.4241], [1.9461, -0.9497, -3.0618], [0.9316, -0.3611, -3.8740], [1.1792, -0.6348, -5.3258], [1.1366, 0.2598, -6.3475], [0.7516, 1.9313, -6.2563], [1.4833, -0.4436, -7.8761], [1.6890, -1.9860, -7.1525], [1.4919, -1.9416, -5.8118], [4.1277, 1.0140, -4.7909], [4.7734, -0.4566, -5.4643], [4.3673, 2.1773, -5.5045], [2.6973, 4.3416, -3.5058], [2.2688, 2.2643, -2.2865], [3.9508, -0.9755, -3.1439], [4.2741, 0.3735, -1.0535], [3.4568, -1.1781, -0.9118], [3.1749, 2.3409, 0.0212], [0.6078, 2.8177, 0.9679], [0.7102, -0.9633, -0.8021], [0.8013, 0.7054, -3.6809], [0.0153, -0.8512, -3.5439], [1.9393, -2.8412, -7.7583], [1.5748, -2.7976, -5.1578], [4.9305, 2.1465, -6.4253], [-1.4096, -1.1375, 1.2034], [-1.0507, -2.2359, 1.7072], [-0.1972, -2.2245, 2.9366], [-0.3930, -3.1273, 3.9787], [0.3726, -3.0422, 5.1331], [1.3468, -2.0626, 5.2533], [1.5442, -1.1549, 4.2219], [0.7692, -1.2287, 3.0763], [-1.4174, -3.5307, 1.0495], [-0.6937, -4.7023, 1.2660], [-1.0213, -5.8687, 0.5882], [-2.0756, -5.8804, -0.3109], [-2.7977, -4.7149, -0.5387], [-2.4702, -3.5508, 0.1332], [-1.1576, -3.8893, 3.8922], [0.1972, -3.7350, 5.9468], [1.9330, -1.9874, 6.1605], [2.2757, -0.3628, 4.3260], [0.8816, -0.4924, 2.2911], [0.1418, -4.6985, 1.9520], [-0.4430, -6.7682, 0.7600], [-2.3286, -6.7904, -0.8407], [-3.6116, -4.7086, -1.2526], [-3.0102, -2.6320, -0.0607]], "mulliken_spin": [2.02, 0.00, 0.00, 0.00, 0.00, 0.00, 0.00, 0.00, 0.01, 0.00, 0.02, -0.05, 0.02, 0.03, 0.00, 0.01, 0.00, 0.02, -0.03, 0.00, 0.00, 0.00, 0.00, 0.00, 0.01, 0.00, 0.00, 0.00, 0.00, 0.00, 0.00, 0.00, 0.00, 0.00, -0.02, 0.00, -0.03, 0.00, 0.00, 0.00, 0.00, 0.00, 0.00, 0.00, 0.00, -0.01, 0.01, -0.06, 0.03, 0.00, 0.00, 0.00, 0.00, 0.00, 0.00, 0.00, 0.00, 0.00, 0.00, 0.00, 0.00, 0.00, 0.00, 0.00, 0.00, 0.00, 0.00, 0.00, 0.00, 0.00, 0.00, 0.00, 0.00, -0.26, 0.09, 0.02, 0.03, -0.01, 0.02, -0.01, 0.02, 0.02, 0.03, -0.02, 0.03, -0.02, 0.02, 0.00, 0.00, 0.00, 0.00, 0.02, 0.00, 0.00, 0.00, 0.00, 0.02], "relative_energy_kj_mol": 32.87, "homo_ev": [-3.9, -4.0], "e_tot_ev": -181768.129, "total_charge": -1, "spin_multiplicity": 3, "s2": 2.06}

# 3
{"formula": "C5H10N2O", "method": "the ωB97M-V functional and the def2-TZVPD basis", "elements": ["C", "C", "C", "C", "O", "H", "H", "H", "H", "H", "H", "H", "N", "N", "C", "H", "H", "H"], "coordinates": [[-0.8229, -1.6153, -0.5855], [-1.0766, -0.5038, 0.0337], [-1.3810, 0.6048, 0.6700], [-2.7206, 1.2698, 0.4912], [-0.5948, 1.2110, 1.5872], [-0.4079, -1.6425, -1.5845], [-1.0380, -2.5834, -0.1450], [-3.2242, 1.3259, 1.4587], [-3.3416, 0.7146, -0.2068], [-2.5728, 2.2884, 0.1288], [0.3925, 0.8908, 1.4765], [2.2989, -0.6946, 1.2714], [1.8244, 0.1906, 0.9774], [1.7892, 0.4218, -0.2200], [2.5782, -0.3364, -1.1410], [1.9039, -0.6831, -1.9255], [3.0893, -1.1944, -0.6896], [3.3038, 0.3357, -1.5971]], "lowdin_charge": [-0.03, -0.09, -0.43, -0.03, -0.02, 0.04, 0.05, 0.08, 0.08, 0.08, 0.06, 0.10, 0.06, -0.09, -0.11, 0.08, 0.08, 0.09], "relative_energy_kj_mol": 392.43, "smiles": "C=C=C(C)O.[H]/N=N\\C", "homo_ev": -8.0, "e_tot_ev": -10371.238, "total_charge": 0}

# 4
{"formula": "C31H75N3O10", "method": "the ωB97M-V functional and the def2-TZVPD basis", "elements": ["C", "C", "C", "C", "C", "C", "C", "C", "C", "N", "O", "H", "H", "H", "H", "H", "H", "H", "H", "H", "H", "H", "H", "H", "H", "H", "H", "H", "H", "H", "C", "C", "C", "C", "C", "C", "C", "C", "C", "N", "O", "H", "H", "H", "H", "H", "H", "H", "H", "H", "H", "H", "H", "H", "H", "H", "H", "H", "H", "H", "C", "C", "C", "C", "C", "C", "C", "C", "C", "N", "O", "H", "H", "H", "H", "H", "H", "H", "H", "H", "H", "H", "H", "H", "H", "H", "H", "H", "H", "H", "O", "C", "C", "O", "H", "H", "H", "H", "H", "H", "O", "C", "C", "O", "H", "H", "H", "H", "H", "H", "O", "H", "H", "O", "H", "H", "O", "H", "H"], "coordinates": [[0.9637, -1.3799, -4.8924], [-0.0720, -2.3135, -5.5911], [0.4773, -2.6426, -6.9898], [-0.1795, -3.6244, -4.8598], [-0.9800, -3.5440, -3.6318], [-2.3540, -2.9811, -3.8860], [-2.3322, -1.6003, -4.5781], [-3.8132, -1.3728, -5.1128], [-2.0059, -0.5502, -3.5135], [-1.3551, -1.6524, -5.7141], [-1.2657, -0.3766, -6.3131], [0.8866, -1.1216, -3.8362], [1.9750, -1.7858, -4.8686], [1.2742, -0.5031, -5.4607], [1.4657, -3.0880, -6.8763], [-0.1471, -3.3292, -7.5614], [0.7104, -1.6902, -7.4660], [-0.4868, -4.4114, -5.5485], [0.8022, -3.9288, -4.4968], [-1.0276, -4.5008, -3.1118], [-0.5131, -2.8559, -2.9272], [-2.8506, -2.9152, -2.9179], [-2.9240, -3.7072, -4.4657], [-3.9269, -0.5158, -5.7766], [-4.3757, -1.1719, -4.2010], [-4.2350, -2.2610, -5.5833], [-2.7633, -0.5959, -2.7310], [-2.0815, 0.4358, -3.9719], [-1.0238, -0.6619, -3.0542], [-0.8129, 0.1108, -5.6210], [4.0561, 2.0307, 3.3644], [2.8281, 1.3506, 4.0809], [1.5587, 1.4050, 3.1536], [3.0390, -0.1608, 4.1916], [4.1184, -0.4731, 5.2959], [3.7237, 0.1384, 6.6306], [3.3119, 1.6337, 6.6474], [2.4654, 1.8772, 7.8876], [4.6161, 2.4815, 6.8231], [2.5007, 1.9745, 5.4007], [2.1117, 3.2780, 5.3449], [4.1398, 1.4982, 2.4171], [3.9279, 3.1047, 3.2293], [4.8992, 1.8099, 4.0190], [0.6541, 0.9074, 3.5032], [1.2050, 2.4230, 2.9905], [1.7578, 0.9948, 2.1635], [2.0992, -0.6995, 4.3130], [3.4693, -0.5938, 3.2886], [4.2961, -1.5475, 5.3426], [5.0994, -0.1373, 4.9597], [4.4576, -0.0383, 7.4169], [3.0287, -0.5863, 7.0548], [1.6246, 1.1895, 7.7963], [2.1144, 2.9063, 7.9638], [2.9581, 1.5965, 8.8185], [5.0335, 2.3044, 7.8143], [4.3945, 3.5366, 6.6627], [5.4337, 2.1966, 6.1609], [2.8673, 3.8074, 5.0794], [-0.6532, -1.7291, 1.9209], [-1.9218, -1.1268, 1.2196], [-1.5398, 0.2524, 0.7076], [-2.3467, -1.9011, -0.0127], [-3.1208, -3.1925, 0.2517], [-4.3996, -2.9258, 1.0004], [-3.9759, -2.0918, 2.3957], [-5.3105, -1.7271, 2.9608], [-3.3198, -3.0812, 3.3700], [-3.1432, -0.9864, 2.1094], [-2.9168, -0.1537, 3.1811], [-0.6329, -2.8167, 1.8518], [0.3008, -1.5724, 1.4173], [-0.6574, -1.3143, 2.9288], [-1.2411, 0.9145, 1.5202], [-0.7661, 0.2947, -0.0591], [-2.3905, 0.8442, 0.3695], [-2.8422, -1.3843, -0.8345], [-1.4137, -2.1855, -0.4994], [-3.4423, -3.5662, -0.7204], [-2.6496, -4.0079, 0.8007], [-4.8386, -3.8748, 1.3084], [-5.0695, -2.2731, 0.4407], [-5.8185, -2.6877, 3.0466], [-5.7035, -1.0492, 2.2031], [-5.0565, -1.2972, 3.9297], [-2.9677, -2.5704, 4.2662], [-2.4284, -3.6040, 3.0234], [-4.0577, -3.7876, 3.7503], [-3.6101, 0.5013, 3.0716], [1.7839, -0.1317, -1.1598], [1.8391, 1.2330, -0.9135], [1.7560, 1.9451, -2.2521], [0.4252, 1.8333, -2.7251], [1.1602, -0.2647, -1.8775], [1.0556, 1.5475, -0.2240], [2.8091, 1.4514, -0.4669], [2.4513, 1.4323, -2.9168], [2.1599, 2.9571, -2.2236], [0.4411, 1.9210, -3.6810], [-0.5862, 4.5575, -0.4691], [-1.6813, 5.2037, -1.0423], [-2.4352, 4.2128, -1.8169], [-1.7121, 3.7377, -2.9862], [0.1432, 5.1463, -0.2621], [-2.3160, 5.6177, -0.2588], [-1.4462, 6.0607, -1.6736], [-3.2895, 4.7887, -2.1726], [-2.8107, 3.4182, -1.1722], [-1.0696, 3.0888, -2.6900], [3.9069, -1.6212, -1.8663], [3.2350, -1.0409, -1.5086], [4.4547, -1.8463, -1.1143], [4.2127, 3.8896, -3.3360], [4.2902, 2.9876, -3.6469], [3.8437, 4.3684, -4.0781], [0.1272, 2.4502, -5.2101], [0.5674, 2.1585, -6.0085], [-0.2011, 3.3239, -5.4226]], "lowdin_charge": [-0.02, -0.51, -0.03, -0.16, -0.20, -0.14, -0.45, -0.01, -0.03, -0.09, -0.01, 0.06, 0.09, 0.08, 0.08, 0.09, 0.08, 0.13, 0.13, 0.12, 0.10, 0.10, 0.12, 0.08, 0.07, 0.08, 0.07, 0.09, 0.06, 0.04, -0.01, -0.46, -0.04, -0.13, -0.17, -0.15, -0.46, -0.05, -0.03, -0.12, -0.01, 0.08, 0.08, 0.06, 0.07, 0.08, 0.06, 0.11, 0.11, 0.11, 0.10, 0.11, 0.11, 0.09, 0.08, 0.08, 0.08, 0.07, 0.07, 0.08, -0.01, -0.45, -0.04, -0.14, -0.20, -0.10, -0.53, -0.05, -0.04, -0.13, 0.00, 0.07, 0.08, 0.08, 0.07, 0.07, 0.09, 0.10, 0.11, 0.10, 0.11, 0.11, 0.11, 0.09, 0.09, 0.09, 0.08, 0.07, 0.08, 0.11, -0.08, -0.23, -0.22, -0.09, 0.07, 0.11, 0.13, 0.12, 0.11, 0.01, -0.05, -0.29, -0.23, -0.07, 0.09, 0.12, 0.12, 0.12, 0.12, 0.03, -0.07, -0.03, 0.03, -0.05, 0.03, 0.03, -0.01, 0.07, 0.08], "smiles": "CC1(C)CCCC(C)(C)N1O.CC1(C)CCCC(C)(C)N1O.CC1(C)CCCC(C)(C)N1O.OCCO.OCCO.O.O.O", "homo_ev": -8.1, "e_tot_ev": -58302.501, "total_charge": 0}

# 5
{"formula": "C5H13N2O", "method": "the ωB97M-V functional and the def2-TZVPD basis", "elements": ["C", "C", "C", "N", "C", "N", "C", "O", "H", "H", "H", "H", "H", "H", "H", "H", "H", "H", "H", "H", "H"], "coordinates": [[-0.0519, -2.3911, 1.4330], [0.3047, -0.9390, 1.0955], [0.2428, -0.6289, -0.3992], [1.1779, -1.4249, -1.1682], [0.3183, 0.9206, -0.7219], [-1.0871, 1.4172, -0.7831], [-1.0176, 2.9236, -0.2365], [0.1413, 3.4195, 0.1516], [-1.0610, -2.5036, 1.8762], [0.6851, -2.9365, 2.0542], [-0.0857, -2.9561, 0.5103], [-0.5132, -0.2634, 1.4904], [1.2609, -0.6283, 1.5552], [-0.8158, -0.8130, -0.7286], [1.2542, -2.3500, -0.7700], [2.0908, -1.0528, -1.3713], [0.8529, 1.0137, -1.6631], [0.8779, 1.4420, 0.0588], [-1.3225, 1.2861, -1.7636], [-1.3935, 3.5301, -1.1129], [-1.8587, 2.9346, 0.4931]], "lowdin_charge": [-0.13, -0.24, -0.44, 0.02, -0.23, -0.07, -0.54, -0.33, 0.07, 0.06, 0.04, 0.12, 0.11, 0.12, 0.03, 0.05, 0.09, 0.09, 0.06, 0.06, 0.06], "relative_energy_kj_mol": 135.37, "smiles": "CC[C@H](N)CNC[O-]", "homo_ev": -2.4, "e_tot_ev": -10422.296, "total_charge": -1}

# 6
{"formula": "C3H7NO2", "method": "the ωB97M-V functional and the def2-TZVPD basis", "elements": ["C", "C", "O", "C", "N", "O", "H", "H", "H", "H", "H", "H", "H"], "coordinates": [[-1.6709, 0.3511, -0.1712], [-0.3364, -0.1883, 0.4257], [-0.1447, -1.5875, 0.3289], [0.8459, 0.5227, -0.2397], [2.0902, -0.0569, -0.2810], [0.7052, 1.6025, -0.7931], [-2.2689, 0.8790, 0.5748], [-2.3347, -0.3941, -0.6350], [-1.4216, 1.1104, -0.8995], [-0.2804, 0.0785, 1.4952], [-0.2376, -1.8103, -0.6111], [2.5223, -0.8866, 0.1234], [2.6328, 0.5030, -0.9228]], "lowdin_charge": [-0.02, -0.33, -0.04, -0.49, 0.16, 0.04, 0.08, 0.08, 0.06, 0.15, 0.10, 0.11, 0.10], "relative_energy_kj_mol": 89.10, "smiles": "C[C@@H](O)C(N)=O", "homo_ev": -9.8, "e_tot_ev": -8809.605, "total_charge": 0}